# C36H78ClF2N3O5PS

A 4-piece molecular cluster, C36H78ClF2N3O5PS overall (ωB97M-V/def2-TZVPD, OMol25).

The calculation puts the lowest unoccupied orbital energy at -2.16 eV. Its orbital gap is 0.31922 hartree. The calculation puts the energy relative to the best compared isomer or geometry (same formula, charge and spin) at 17.6 kJ/mol. As for the charge: +1. The value obtained for the HOMO energy is -0.39874 Eh.

```
127
Properties=species:S:1:pos:R:3:forces:R:3
C -2.3384 4.6701 5.3043 0.0278 0.0007 0.1356
C -3.2361 3.4228 5.3283 -0.2819 0.5118 0.0424
C -3.9259 3.1611 3.9756 0.2171 -0.0663 -0.1648
C -3.5803 1.7999 3.3293 -0.1823 0.5379 0.0254
C -3.2705 1.9251 1.8409 0.0922 -0.0185 0.0232
C -2.7859 0.6171 1.1988 -0.3494 0.0796 -0.3383
C -1.6593 0.7794 0.1626 -0.1301 -0.2902 0.1023
C -1.9131 1.9027 -0.8412 -0.0427 -0.2296 -0.4205
C -0.7262 2.3852 -1.6938 -0.2068 0.8539 0.3232
C -1.2316 3.4643 -2.6595 -0.1288 -0.2966 -0.2842
C 0.3325 3.0076 -0.7390 0.3190 -0.1692 0.1896
N 1.6893 3.0839 -1.2262 0.1988 -0.1696 0.0672
C 2.3035 4.3656 -1.3589 -0.1298 0.5572 -0.1496
S 1.5202 5.4847 -2.6075 0.0468 -0.1596 -0.0817
C 1.2635 7.0076 -1.6539 -0.0672 0.1213 0.1447
C -0.0944 7.6581 -1.9407 0.0373 0.1668 0.0837
C 2.2141 1.8625 -1.8139 -0.1856 -0.2869 -0.0003
C 3.6459 2.0052 -2.3304 0.0603 0.4605 0.1812
C 4.7031 2.3866 -1.2708 -0.0394 0.1590 -0.1910
C 5.7482 1.2900 -1.0296 0.0139 0.1109 0.2179
N 6.1961 0.6993 -2.2896 0.1146 -0.0936 0.1405
C 2.1874 0.7917 -0.6803 -0.0782 -0.0657 0.0659
C 2.6006 -0.6090 -1.0295 0.1684 0.1032 -0.0088
O 3.6513 -1.0380 -1.3435 0.0616 0.0402 -0.0777
F 1.5387 -1.4392 -0.8950 -0.2898 -0.2200 -0.0356
C 1.2576 1.5144 -3.0183 -0.0410 0.1883 0.0825
P 2.0526 0.5680 -4.4514 -0.0447 0.0331 0.0561
O 0.8968 0.7918 -5.5807 -0.0945 0.3334 0.1092
Cl 1.6459 -1.3787 -4.0190 0.0266 -0.2155 0.0655
N -0.1253 1.1923 -2.4517 0.1414 -0.2283 -0.0012
C -1.1272 0.4130 -3.2834 -0.4769 -0.1752 0.1785
C -1.9496 1.0425 -4.4234 0.0586 -0.1032 -0.1549
C -3.4355 1.1567 -4.1308 -0.0458 -0.0392 -0.2566
F -1.8316 0.1403 -5.4824 0.0093 0.0098 0.0699
H -1.5375 4.6059 6.0428 -0.0170 0.0032 -0.0161
H -1.8854 4.8280 4.3227 0.0974 -0.0914 0.0257
H -2.9083 5.5707 5.5405 -0.0279 -0.0183 -0.0993
H -4.0147 3.5984 6.0728 0.1005 -0.2500 0.1329
H -2.6561 2.5597 5.6573 -0.0573 -0.0859 -0.0892
H -3.6123 3.9552 3.2889 -0.0602 -0.0174 -0.0338
H -5.0073 3.2611 4.0762 0.0113 -0.0515 0.0293
H -4.4278 1.1273 3.4722 0.2007 -0.2770 0.0862
H -2.6977 1.3969 3.8301 -0.0687 -0.2200 0.0183
H -4.1602 2.2849 1.3164 0.0332 0.0801 -0.0168
H -2.5157 2.7121 1.7246 0.0659 -0.0578 0.0571
H -2.4695 -0.0836 1.9721 0.1194 -0.0020 -0.0231
H -3.6268 0.1378 0.6876 -0.0275 -0.0229 0.1193
H -1.6117 -0.1675 -0.3932 0.1634 -0.0183 0.0864
H -0.7088 0.8589 0.6929 0.0087 0.2595 0.0157
H -2.3332 2.8036 -0.3912 0.1423 -0.0445 0.2113
H -2.6920 1.5498 -1.5245 -0.0766 0.1763 0.0830
H -0.6617 3.5303 -3.5843 0.0850 0.0898 0.0705
H -2.2728 3.2870 -2.9178 0.0197 -0.0104 -0.0399
H -1.1686 4.4405 -2.1904 0.0069 -0.0305 0.0327
H 0.3177 2.4764 0.2155 -0.0827 -0.0218 0.0007
H 0.0024 4.0204 -0.5121 -0.0884 -0.0403 -0.0831
H 2.2689 4.9198 -0.4159 -0.0482 -0.0758 0.0193
H 3.3424 4.2878 -1.6389 0.0456 -0.2206 0.0808
H 1.3407 6.7437 -0.5975 -0.0046 -0.0655 -0.0383
H 2.0758 7.6989 -1.8680 0.0002 0.0042 0.0210
H -0.0015 8.4872 -2.6410 -0.0242 -0.1168 -0.1008
H -0.8096 6.9419 -2.3426 -0.0100 -0.0036 -0.0141
H -0.5186 8.0702 -1.0237 0.0352 -0.0032 -0.0175
H 3.6459 2.7587 -3.1248 -0.0359 -0.1018 -0.0661
H 3.9710 1.0844 -2.8098 -0.0090 -0.0380 0.0543
H 5.2216 3.2816 -1.6249 0.0646 -0.0802 -0.0249
H 4.2386 2.6884 -0.3274 0.0344 -0.0966 0.0355
H 5.3450 0.5317 -0.3559 -0.0415 -0.0696 -0.1503
H 6.5834 1.7402 -0.4867 -0.0119 -0.0025 -0.0325
H 6.0795 -0.3046 -2.2833 -0.0410 -0.0124 -0.0060
H 7.1773 0.8811 -2.4448 0.0020 0.0196 -0.0725
H 1.2063 0.7013 -0.2215 -0.0168 0.1197 0.0413
H 2.8415 1.1405 0.1207 0.1116 0.0307 -0.1589
H 1.1432 2.4837 -3.5196 -0.0337 -0.0673 -0.0486
H 1.1393 1.5522 -6.1271 -0.0333 -0.1767 -0.2622
H 0.0537 0.5114 -1.7086 0.1174 -0.0587 -0.0350
H -1.8243 0.0059 -2.5495 0.0800 0.0929 0.0047
H -0.6212 -0.4535 -3.6881 0.2881 0.1185 -0.1310
H -1.5456 1.9879 -4.7752 0.1039 0.0025 -0.0027
H -3.9634 1.1415 -5.0848 0.0336 0.0503 0.0299
H -3.7025 2.0856 -3.6344 0.0102 -0.0421 0.1489
H -3.7892 0.3054 -3.5491 -0.0151 0.0164 0.0509
C 1.2560 -7.5331 -0.1560 0.0826 0.0040 0.0296
C 0.9322 -6.2168 0.5299 -0.0712 -0.0302 -0.0504
O 1.9586 -5.7345 1.3773 -0.0107 0.0617 0.0691
C 3.2033 -5.4682 0.7575 0.0630 -0.0205 -0.0184
C 3.1439 -4.4084 -0.3291 -0.0207 -0.0727 -0.0351
H 1.4981 -8.2984 0.5820 -0.0103 -0.0078 0.0024
H 0.3975 -7.8703 -0.7375 -0.0182 -0.0045 0.0135
H 2.1023 -7.4446 -0.8386 -0.0283 0.0140 -0.0360
H 0.0700 -6.3478 1.1837 0.0031 0.0106 0.0166
H 0.6554 -5.4577 -0.2126 0.0369 -0.0091 -0.0147
H 3.6442 -6.3913 0.3634 -0.0221 0.0025 -0.0277
H 3.8530 -5.1303 1.5648 -0.0140 -0.0096 0.0237
H 2.5192 -4.7198 -1.1685 0.0400 0.0027 -0.0256
H 4.1468 -4.2216 -0.7150 0.0053 0.0151 -0.0086
H 2.7442 -3.4720 0.0571 -0.0099 -0.0159 0.0609
C -8.8711 3.1593 6.9839 0.0585 -0.0187 0.0698
C -7.8508 2.7478 5.9374 -0.0863 0.0140 -0.0346
O -6.5630 2.4684 6.4592 0.1169 0.0564 -0.0906
C -6.4876 1.4187 7.4087 0.0083 -0.0532 0.0691
C -6.9437 0.0695 6.8815 -0.0230 0.0352 -0.0756
H -8.5174 4.0264 7.5427 -0.0063 0.0104 -0.0061
H -9.8137 3.4174 6.5009 0.0014 0.0176 -0.0148
H -9.0741 2.3591 7.6963 -0.0322 -0.0207 -0.0301
H -7.6955 3.5684 5.2358 0.0214 -0.0004 -0.0038
H -8.2232 1.8974 5.3544 0.0009 -0.0225 0.0336
H -7.0408 1.6812 8.3169 -0.0299 -0.0016 -0.0189
H -5.4338 1.3678 7.6840 0.0077 0.0226 -0.0001
H -8.0009 0.0677 6.6140 -0.0111 -0.0061 0.0424
H -6.7961 -0.6948 7.6447 0.0208 -0.0039 0.0079
H -6.3701 -0.2096 5.9961 0.0066 -0.0069 0.0032
C 4.7011 -7.2579 -2.7113 0.1008 0.0028 -0.0007
C 4.2225 -8.6478 -3.0972 -0.0831 0.0173 0.0572
O 5.1646 -9.4014 -3.8320 -0.0112 -0.0099 -0.0788
C 6.3969 -9.6627 -3.1832 0.0812 -0.0075 0.0365
C 6.2652 -10.4416 -1.8860 -0.0858 0.0047 -0.0040
H 4.9948 -6.6918 -3.5963 -0.0252 0.0024 -0.0108
H 3.9014 -6.7184 -2.2006 -0.0138 0.0190 -0.0280
H 5.5580 -7.2911 -2.0367 -0.0320 -0.0123 0.0430
H 3.3547 -8.5670 -3.7526 0.0010 -0.0148 -0.0148
H 3.8951 -9.1976 -2.2064 0.0344 0.0097 0.0158
H 6.9489 -8.7306 -3.0147 -0.0255 0.0091 0.0212
H 6.9720 -10.2436 -3.9037 -0.0074 0.0028 -0.0179
H 5.7143 -9.8864 -1.1253 0.0383 0.0208 0.0115
H 7.2548 -10.6586 -1.4832 0.0146 -0.0121 -0.0136
H 5.7462 -11.3852 -2.0577 0.0055 -0.0071 0.0003
```
Forces are in eV/Å.

=====

# C36H78F3O2P2

A 3-piece molecular cluster, C36H78F3O2P2 overall at a distorted geometry (ωB97M-V/def2-TZVPD, OMol25).

The calculation puts the lowest unoccupied orbital energy at -1.61 eV. Its orbital gap is 0.31216 hartree. As for the charge: +1. The value obtained for the HOMO energy is -0.37142 Eh.

```
121
Properties=species:S:1:pos:R:3:forces:R:3
C -14.6671 9.2465 7.9860 0.1063 -0.1903 -0.9728
C -15.6567 9.7299 9.0454 0.2357 -0.4869 -0.6414
C -14.9947 10.5857 10.1075 -0.4830 0.4565 0.3619
C -13.9976 9.8267 10.9886 0.4833 -0.2521 -0.3801
P -12.4034 10.6378 11.2657 -1.5180 0.0541 0.4191
C -11.6588 9.6535 12.5550 -0.2703 -0.9345 0.9442
C -11.1249 8.2555 12.2037 0.5496 0.3571 0.0479
C -10.8907 7.4405 13.4732 -0.2610 -0.5362 0.2278
C -9.8561 6.3313 13.3247 0.2155 0.2898 0.5630
C -12.8324 12.2671 11.8784 -0.3532 0.4988 -0.0078
C -11.6176 13.1734 12.1509 -0.3154 0.8541 -0.2290
C -11.6294 13.8961 13.5000 0.0352 -0.2341 0.7181
C -10.2387 14.3760 13.8974 0.4301 0.6876 -0.2270
C -11.5283 10.7878 9.7021 0.5922 -0.1436 0.4074
C -11.0350 9.4727 9.0659 -0.9088 0.0273 -0.7959
C -9.5676 9.5112 8.7010 0.7458 -0.5658 -0.3382
C -9.2622 8.6151 7.4893 -1.0388 0.1681 0.0664
H -15.2094 8.9473 7.0835 -0.0600 -0.0325 0.1098
H -14.0416 8.3777 8.2099 -0.0866 0.1166 0.4754
H -13.9929 10.0351 7.6336 -0.0719 0.1185 0.2464
H -16.1768 8.8545 9.4482 0.0737 0.0966 0.2808
H -16.4200 10.2803 8.4926 -0.0266 0.2988 0.3091
H -15.7468 11.0265 10.7689 -0.0075 -0.0763 -0.0594
H -14.5587 11.4601 9.6108 0.2111 -0.1732 -0.0659
H -13.7382 8.8658 10.5268 -0.1624 -0.0828 0.1496
H -14.3819 9.6520 11.9986 0.0192 -0.0697 -0.0071
H -12.4960 9.4556 13.2528 -0.2891 0.5174 -0.2646
H -10.9905 10.1841 13.2374 0.3099 0.2560 -0.5483
H -10.1879 8.3612 11.6485 -0.0054 -0.1642 -0.0109
H -11.8223 7.6975 11.5731 0.0011 0.1238 -0.1158
H -11.8192 6.9409 13.7747 -0.1744 0.2750 -0.1450
H -10.6417 8.0620 14.3379 0.1602 0.2039 -0.2002
H -10.0140 5.7218 12.4369 -0.0099 -0.0539 -0.0061
H -9.9172 5.7122 14.2210 0.0238 -0.2667 -0.1840
H -8.8394 6.7288 13.3265 -0.0075 0.0295 -0.2972
H -13.5052 12.1924 12.7415 0.4495 -0.5189 0.2469
H -13.5307 12.6720 11.1349 0.3948 0.1528 -0.2241
H -11.6096 13.9882 11.4195 0.2063 -0.3713 -0.3392
H -10.6837 12.6189 12.0191 0.0281 0.0135 0.1742
H -12.0748 13.2645 14.2729 0.2428 -0.1049 -0.0769
H -12.2470 14.7974 13.4693 -0.2712 -0.1816 -0.2707
H -9.4273 13.6938 13.6333 -0.1551 -0.2091 0.1085
H -10.1323 14.6392 14.9497 -0.2324 -0.2593 0.0869
H -10.0170 15.3140 13.3748 0.0723 -0.1333 -0.1121
H -10.6771 11.4289 9.9560 0.0663 -0.0215 -0.1667
H -12.1154 11.3396 8.9682 -0.2563 0.1667 0.3006
H -11.6270 9.2992 8.1577 0.1680 0.4422 -0.1466
H -11.3304 8.5670 9.5984 0.4631 0.1324 0.5303
H -8.9682 9.2067 9.5643 0.0378 0.0193 -0.0174
H -9.2194 10.5081 8.4227 -0.3001 0.1905 0.2604
H -9.8744 7.7093 7.5360 0.5533 -0.3296 0.2342
H -8.2027 8.4198 7.3685 -0.0049 -0.2036 -0.0483
H -9.6617 9.0918 6.5888 0.3372 0.1975 -0.0142
C -22.6815 8.3863 15.6072 0.4628 -0.2286 0.8247
C -21.5170 7.6171 14.9878 -0.0668 0.2328 -0.8988
C -20.4041 8.5414 14.4926 0.9458 -0.5273 1.0756
C -19.2238 7.7403 13.8858 -0.4208 -0.1733 -1.8572
P -17.5486 8.3526 14.1795 -0.6231 -0.3192 0.0691
C -17.3778 8.6456 15.9471 1.2036 0.1330 -0.8981
C -17.5648 7.3815 16.7715 -0.6149 0.3992 0.8970
C -17.1271 7.6102 18.2276 0.8554 -0.0620 -0.6626
C -17.3370 6.3538 19.0630 -0.9928 0.6359 0.7198
C -16.3103 7.1455 13.6498 0.0102 0.3056 0.4245
C -16.1651 6.9983 12.1300 -0.2576 -0.2647 0.7227
C -14.9378 6.1635 11.7928 0.0761 -0.0848 -0.8951
C -14.8755 5.8397 10.2947 0.0658 0.4369 -0.2486
C -17.3825 9.7858 13.1096 0.6372 0.5852 0.2518
C -17.8757 11.1086 13.6917 -1.0076 0.2172 0.2722
C -17.4283 12.2993 12.8713 0.9407 -0.1958 -0.2147
C -18.0508 12.3493 11.4889 -0.5527 0.3308 -0.0064
H -22.4739 8.5457 16.6704 0.0062 0.0881 -0.0501
H -23.6020 7.8083 15.5839 -0.1284 0.1851 -0.2545
H -22.7918 9.3821 15.1815 -0.2807 -0.1281 -0.2825
H -21.8507 7.0311 14.1241 -0.1103 -0.0547 0.1208
H -21.0739 6.9133 15.6940 -0.1090 -0.0402 0.0523
H -20.0361 9.0804 15.3745 -0.1050 0.2103 -0.1414
H -20.7161 9.2785 13.7563 -0.3256 0.0057 0.1013
H -19.3705 7.8382 12.7961 0.3436 0.1700 0.0390
H -19.2795 6.6462 13.9052 -0.0366 0.0591 1.0405
H -17.9597 9.5287 16.2019 -0.2389 -0.2034 0.3305
H -16.3274 8.9599 16.0106 -0.0216 0.1383 0.1153
H -16.9667 6.5553 16.3848 -0.1180 -0.0150 -0.1809
H -18.6207 7.0885 16.8068 0.0660 -0.1766 -0.3038
H -17.6384 8.4826 18.6383 -0.1998 -0.1531 0.1126
H -16.0735 7.9101 18.1994 0.0123 -0.1433 0.0581
H -18.3770 6.3928 19.4091 0.0250 -0.3343 -0.0552
H -16.7529 6.3610 19.9820 0.2319 -0.0858 -0.1449
H -17.2153 5.4095 18.5375 0.2944 0.0769 -0.1553
H -16.5181 6.2059 14.1663 -0.0717 -0.1060 -0.2185
H -15.3867 7.5295 14.1055 0.0476 0.1087 -0.1736
H -16.1532 7.9987 11.6956 0.3494 -0.1037 -0.2470
H -17.0532 6.5041 11.7229 0.0148 -0.0248 0.0118
H -14.9139 5.2356 12.3676 -0.2256 0.0530 0.1053
H -14.0086 6.6906 12.0334 -0.1397 0.1100 0.2714
H -14.1421 5.0623 10.0858 0.0429 0.0693 -0.0705
H -14.6041 6.7477 9.7423 0.2156 -0.1269 0.0232
H -15.8206 5.5486 9.8303 -0.1113 -0.2551 0.4167
H -17.8755 9.5167 12.1733 -0.0100 0.0753 -0.0122
H -16.3112 9.9410 12.9268 0.0025 -0.3007 0.1113
H -17.5289 11.2413 14.7153 0.1217 -0.1563 -0.0156
H -18.9725 11.1336 13.7172 0.0093 -0.1645 0.1582
H -16.3326 12.2161 12.8002 -0.0304 0.0918 -0.1571
H -17.5830 13.2355 13.4069 -0.2980 -0.0401 0.0501
H -17.9188 11.4331 10.9102 0.2685 0.0778 -0.0365
H -17.6819 13.2112 10.9322 0.1101 -0.1698 -0.1729
H -19.1356 12.4840 11.5567 0.0354 0.0258 0.1194
C -14.1411 11.2203 15.2798 0.5311 -0.2053 -1.3153
O -12.7149 11.4576 15.3757 0.0674 0.4860 0.0925
O -14.4177 10.1445 14.5761 -0.7073 -0.8492 -0.0270
C -14.7678 11.2651 16.6794 -0.5598 0.0341 -0.1539
F -16.1222 11.3758 16.5852 -0.1450 0.0982 -0.1946
F -14.5681 10.1480 17.3932 0.2551 -0.0910 0.2188
F -14.3787 12.3215 17.3946 0.2863 0.0300 0.2614
C -11.9567 10.6912 16.2819 -0.2321 -0.6129 0.6624
C -10.5028 11.0281 16.0790 0.4519 1.0808 -0.3037
H -9.7727 10.2841 16.3882 -0.2160 -0.2114 0.1220
H -10.3058 11.2980 15.0348 -0.0804 -0.3436 -0.0424
H -10.2775 11.9598 16.6074 0.0817 -0.1291 0.1014
H -12.1485 9.6125 16.1990 -0.0646 0.0730 -0.3950
H -12.2435 10.9460 17.3095 0.1012 -0.0099 -0.0181
H -14.4854 12.1381 14.7512 -0.0100 0.3184 0.4944
```
Forces are in eV/Å.

=====

- Which of these has the highest lowest unoccupied orbital energy?
  C36H78F3O2P2

=====

- Look up the lowest unoccupied orbital energy of the second one.
  -1.61 eV

=====

- Number 1 is which compound?
  C36H78ClF2N3O5PS

=====

- charge of number 2 (C36H78F3O2P2)?
  +1